(1)
61
Properties=species:S:1:pos:R:3:mulliken_charge:R:1 method="wB97M-V/def2-TZVPD" homo_ev=-10.06 total_charge=+1 homo_lumo_gap_ev=4.824 total_energy_ev=-46394.297 lumo_ev=-5.2313
S -1.55069 3.24345 0.86989 -0.283
N -1.51828 2.78554 -1.65374 0.199
N -0.37323 1.13093 -0.40437 -0.240
C 3.40554 -1.44896 -1.30948 -0.572
C -3.78085 5.67683 -2.22869 -0.668
C -1.05497 2.22289 -0.49591 0.157
C -0.95818 -1.42737 1.40853 0.342
C -3.59670 -3.97352 2.27294 -0.710
C -4.70162 -3.46666 1.57699 -0.318
C -2.24017 -2.05668 1.55874 0.382
C 4.34389 -0.41443 -1.23718 -0.545
C -4.60099 -2.22413 0.93095 -0.596
C 3.91236 0.91630 -1.21219 -0.966
C -2.40091 -3.26121 2.30741 -0.389
C 2.77837 -3.52028 2.18717 -0.418
C -1.30777 2.10053 -2.93073 -0.714
C 2.54754 1.20596 -1.27960 -0.157
C 0.21978 -2.02530 1.84074 -0.486
C 4.01229 -4.15155 2.32546 -0.683
C 5.19926 -3.40790 2.33577 -0.402
C 0.03243 1.42122 -2.85994 -1.150
C -3.82439 6.15409 -0.90711 -0.599
C 3.91661 -1.37321 2.07230 -0.311
C -3.01389 4.54718 -2.54112 -0.762
C -3.39952 -1.52057 0.93449 -0.231
C -2.38135 4.35547 -0.18602 0.547
C 1.61992 0.17285 -1.42448 0.391
C 0.16383 0.53394 -1.63333 -0.181
C -2.31001 3.92707 -1.51313 0.640
C 5.13999 -2.01317 2.19696 -0.633
C -3.13245 5.49220 0.11896 -0.414
C 1.46356 -1.40382 1.85371 -0.167
C 2.04409 -1.15398 -1.41159 -0.250
C 2.69754 -2.10253 2.05504 0.869
H -4.34871 6.17368 -3.01690 0.385
H 3.86475 -0.29165 1.93555 0.362
H -1.33609 2.84185 -3.73035 0.515
H 2.19157 2.23793 -1.23284 0.380
H -3.31130 -0.55817 0.42403 0.452
H -0.37943 -0.40683 -1.81297 0.405
H 0.18889 0.81456 -3.75964 0.437
H 5.40982 -0.64671 -1.17616 0.450
H 3.73033 -2.49092 -1.27574 0.434
H 1.86256 -4.11069 2.14812 0.314
H -5.47048 -1.81728 0.41378 0.397
H 1.28786 -1.94203 -1.45002 0.397
H -1.56429 -3.64215 2.89488 0.431
H -3.17538 5.83309 1.14942 0.393
H -4.42131 7.04222 -0.68353 0.370
H 4.63145 1.73614 -1.13794 0.369
H 0.16334 -3.05486 2.20569 -0.120
H -0.89979 -0.46313 0.89534 0.521
H -2.09576 1.35352 -3.10350 0.286
H 4.04383 -5.23760 2.42018 0.405
H -3.66300 -4.93031 2.79225 0.377
H 1.50665 -0.31912 1.70888 0.398
H 6.15870 -3.91267 2.45365 0.413
H 6.06001 -1.42925 2.18173 0.431
H 0.81291 2.19058 -2.84772 0.426
H -2.97220 4.13087 -3.54744 0.300
H -5.62595 -4.04230 1.53382 0.390



(2)
67
Properties=species:S:1:pos:R:3:mulliken_charge:R:1 method="wB97M-V/def2-TZVPD" homo_ev=-8.38 total_charge=0 homo_lumo_gap_ev=6.668 total_energy_ev=-48226.629 smiles="O=c1nc2c(n3ccnc13)=Cc1c(-c3ccccc3)cccc1-2.CNC(=O)[C@H](Cc1ccc(O)cc1)NC(C)=O" lumo_ev=-1.7162
O 4.45550 -1.06951 3.11392 -0.545
O 6.11768 -2.11549 -4.47601 -0.560
O -3.65102 0.90396 1.58212 -0.646
O -1.79204 1.99402 5.49523 -0.713
N 5.67715 -1.94648 -1.45102 -0.745
N 3.62077 -1.36640 -2.00416 -0.046
N -1.47337 0.30646 4.04445 -0.021
N -3.66225 2.30343 3.33672 -0.073
N 3.99543 -1.52446 -4.86618 -0.687
C 2.15318 -1.68025 2.83025 -0.761
C 1.29897 -0.69193 -2.67811 -0.490
C -2.42170 1.39363 -3.56065 -0.488
C -1.41038 -0.16230 6.41620 -1.247
C 4.92532 -1.70348 -0.30574 -0.415
C -3.42007 1.73876 -2.64540 -0.767
C 3.64790 -1.34670 -0.63234 0.331
C -3.68085 0.90737 -1.55554 -0.437
C 2.92361 0.56742 2.26515 -0.788
C 3.19334 -0.73035 2.74761 0.644
C 1.33786 -0.75405 -6.33253 -0.421
C -2.94160 -0.26442 -1.37766 -0.646
C -0.86209 0.37471 1.66465 -1.973
C 0.84620 -1.32359 2.44845 -0.319
C -1.67016 0.21805 -3.39707 0.000
C -5.06505 2.70711 3.24369 -0.964
C 5.04286 -1.80592 -3.97368 0.251
C 1.61224 0.92394 1.89159 -0.260
C 2.59726 -1.08700 -2.89542 1.009
C 0.65668 -0.53397 -3.99016 0.041
C 1.61050 -0.83225 -4.96757 -1.397
C -1.58245 1.10308 2.81573 0.377
C -1.57270 0.80964 5.27305 0.781
C 4.87327 -1.73336 -2.47994 0.414
C 2.85056 -1.18883 -4.31880 0.223
C -3.05366 1.44778 2.50679 0.000
C 0.05508 -0.35875 -6.72505 -0.850
C -0.91581 -0.05011 -5.75827 -0.601
C -0.63341 -0.13306 -4.37987 1.482
C 0.56993 -0.01974 1.99047 0.691
C -1.94172 -0.60806 -2.29357 -0.206
H -2.17748 -0.93115 6.34836 0.331
H -1.06026 2.04756 2.97696 0.333
H 1.40293 1.92882 1.54908 0.503
H -1.38868 -1.53163 -2.15559 0.579
H -1.42248 -0.52657 1.41157 0.282
H -1.90775 0.24845 -6.08384 0.567
H -3.99194 2.65225 -2.77804 0.389
H 2.10718 -0.98969 -7.06427 0.554
H -3.15251 -0.90310 -0.52463 0.366
H 0.05003 -2.05229 2.51461 0.507
H 5.30648 -1.78745 0.70714 0.467
H 2.84010 -1.09717 0.04623 -0.086
H -5.17110 3.51003 2.51240 0.278
H -5.67843 1.85956 2.92831 0.318
H -0.86282 1.01767 0.78341 0.528
H -1.28137 -0.67580 3.94834 0.290
H -3.11964 2.63223 4.13031 0.305
H -4.45517 1.17030 -0.84013 0.447
H -0.42182 -0.61363 6.36531 0.318
H 0.83626 -0.51532 -1.71168 0.898
H -0.18938 -0.28812 -7.78096 0.389
H 4.49462 -1.92007 3.55297 0.301
H -1.51656 0.37717 7.35647 0.341
H -5.41677 3.05621 4.21591 0.361
H 2.35859 -2.67818 3.18557 0.363
H 3.72864 1.28527 2.20217 0.410
H -2.22161 2.05574 -4.39729 0.486



(3)
68
Properties=species:S:1:pos:R:3:mulliken_charge:R:1 method="wB97M-V/def2-TZVPD" homo_ev="-13.07 / -13.12" total_charge=+2 homo_lumo_gap_ev="5.715 / 6.124" total_energy_ev=-128969.374 lumo_ev="-7.3543 / -6.9972" de_lowest_kcal_mol=0.0
Re 0.31634 -0.03287 -0.10690 0.724
I 1.43328 -4.16847 -2.09486 0.110
I -3.54057 -3.49475 -5.42696 0.170
Br 5.32958 -3.02189 -0.80515 -0.048
O 0.75737 -1.13950 -1.60728 0.055
N 0.16219 -0.83283 2.84993 0.204
N -0.19763 0.17964 2.01969 0.634
N -1.40754 0.84291 -1.07322 -0.500
N -1.31631 -1.51473 0.13248 0.346
C 3.03617 4.89438 -0.01958 -0.979
C -0.81375 1.07296 2.79839 0.220
C -2.55287 -1.13605 -0.21242 0.784
C -2.09768 -3.73815 0.47841 -1.022
C 0.45307 3.88489 -0.21233 0.115
C 3.16017 0.41291 -1.49074 -0.056
C -2.14496 -1.36421 -3.79322 -0.700
C 1.95312 5.75531 -0.14767 -0.437
C -0.84045 0.61510 4.12263 -1.239
C 0.66089 5.24784 -0.25161 -1.340
C -1.35334 2.36628 2.30028 -0.939
C 1.34259 1.57588 -0.10519 0.462
C 2.71818 -0.25839 0.81402 -0.320
C 1.53543 2.99754 -0.09488 1.897
C 2.45809 0.60349 -0.27682 -0.978
C -1.23859 0.62479 -2.55582 -1.364
C -2.70126 0.31277 -0.57072 -1.072
C -3.61113 -2.02325 -0.22270 -1.118
C -1.19557 -0.82755 -2.93851 0.949
C 4.18780 -1.55405 -0.56853 -0.210
C -0.09916 -2.98049 -2.84103 -0.130
C -1.05932 -3.50670 -3.69591 -0.185
C 2.83376 3.52797 -0.00474 -0.506
C 3.57074 -1.35465 0.64980 -0.856
C -1.09192 -2.79593 0.45833 -0.332
C 4.01372 -0.64597 -1.62933 -0.571
C -3.38250 -3.34353 0.13301 -0.501
C 0.05290 -1.58593 5.21596 -1.380
C -2.08389 -2.70088 -4.16647 -0.660
C -0.16543 -1.64689 -2.45680 -0.198
C -0.21049 -0.60953 4.12485 0.619
H -1.41511 1.84978 -0.93884 0.009
H 3.67872 2.85800 0.08921 0.503
H 2.38879 0.02277 1.80658 0.990
H 4.03843 5.29207 0.06172 0.439
H -0.06534 -3.07031 0.66971 0.572
H -2.29090 2.60020 2.80242 0.478
H -2.06671 1.11695 -3.06820 0.559
H 2.11294 6.82501 -0.16754 0.441
H -0.17813 5.92221 -0.35708 0.454
H -0.65446 3.17923 2.50066 0.288
H -0.59483 -2.45841 5.12187 0.299
H -2.97895 0.87546 0.32281 0.620
H -0.31257 1.13177 -2.83202 0.342
H -3.48499 0.45313 -1.31664 0.586
H 1.08900 -1.92470 5.20538 0.358
H 0.64096 -1.63957 2.48514 0.170
H -0.14344 -1.12366 6.17978 0.381
H -4.59608 -1.68747 -0.51796 0.579
H 3.79496 -2.00747 1.48280 0.582
H -2.93632 -0.73436 -4.18246 0.483
H -1.87101 -4.76152 0.74064 0.511
H -1.26572 1.12111 4.97265 0.556
H 4.54769 -0.80631 -2.55615 0.498
H -0.55950 3.50965 -0.27701 0.388
H 2.98416 1.08782 -2.31977 0.529
H -4.19406 -4.05874 0.12653 0.466
H -1.00645 -4.54631 -3.99032 0.433
H -1.53209 2.33621 1.22768 -0.163